Computed, not measured: a 6-piece molecular cluster, C34H32F48O7P overall, with the ωB97M-V functional and the def2-TZVPD basis.

Geometry (Å):
P1 4.372 -2.935 -5.841
F1 -6.523 -6.819 -9.601
F2 -1.806 2.460 0.022
F3 6.813 4.186 3.961
F4 4.469 6.780 2.939
F5 3.495 6.062 4.742
F6 8.793 3.038 7.978
F7 -4.767 -2.892 5.441
F8 0.956 6.339 4.190
F9 10.549 2.456 5.741
F10 -5.540 3.253 0.393
F11 -4.280 -7.779 -5.564
F12 7.980 6.106 5.522
F13 -4.757 5.797 -0.267
F14 -4.419 -5.921 -4.447
F15 10.302 0.371 6.210
F16 9.546 4.748 6.138
F17 -3.559 -1.298 9.615
F18 -3.449 -2.637 -4.944
F19 -4.672 -5.955 -8.926
F20 2.217 5.321 2.242
F21 -4.256 -8.340 -10.265
F22 -3.036 4.645 0.360
F23 -1.815 0.384 0.590
F24 -1.912 -6.398 -5.429
F25 -3.033 -1.174 -3.261
F26 -3.570 2.953 2.273
F27 4.029 4.277 1.733
F28 1.827 4.209 5.896
F29 -2.442 1.814 -6.296
F30 -4.114 0.383 4.264
F31 -5.736 3.700 -1.723
F32 -0.047 3.198 5.472
F33 -2.594 -3.696 8.726
F34 -2.678 -0.887 5.243
F35 -0.341 5.888 5.861
F36 6.904 3.639 6.061
F37 -4.833 -2.232 8.125
F38 -1.729 -0.749 -6.715
F39 -2.640 -6.404 -7.466
F40 -2.463 -2.966 6.695
F41 -3.314 1.463 -4.260
F42 -1.614 2.150 2.770
F43 -3.892 -0.515 -6.187
F44 -4.216 -2.298 3.428
F45 10.638 2.005 8.470
F46 0.155 0.929 -5.387
F47 -0.733 0.801 -3.221
F48 -3.849 -8.629 -8.154
O1 8.516 1.499 5.581
O2 -4.502 -0.191 6.357
O3 -0.676 -3.101 -5.374
O4 -6.053 -6.945 -7.450
O5 5.543 -3.130 -7.110
O6 -3.725 1.283 -0.044
O7 2.890 3.565 3.482
C1 2.774 -2.514 -6.747
C2 -4.826 -8.348 -9.037
C3 3.293 4.717 2.777
C4 -0.904 1.296 -4.530
C5 8.291 2.470 4.548
C6 4.148 5.659 3.631
C7 0.870 4.066 4.949
C8 -5.494 -7.000 -8.742
C9 -2.910 -5.948 -6.230
C10 -3.657 -0.277 7.515
C11 0.147 5.392 4.694
C12 1.486 3.368 3.716
C13 -2.336 0.994 -5.145
C14 7.672 3.824 4.963
C15 8.653 4.983 5.163
C16 9.464 1.881 7.806
C17 -1.141 -2.306 -4.256
C18 -4.822 3.474 -0.734
C19 -2.553 -1.607 -4.504
C20 -3.639 -1.615 8.289
C21 -4.073 2.176 -1.112
C22 0.763 -3.294 -5.152
C23 -3.971 4.740 -0.602
C24 -5.509 -6.001 -6.512
C25 -2.482 -2.569 7.978
C26 9.711 1.581 6.323
C27 4.961 -1.496 -4.744
C28 -4.264 -6.431 -5.705
C29 -2.532 1.526 0.664
C30 1.654 -2.073 -5.699
C31 -2.575 -0.498 -5.646
C32 -3.996 -0.655 5.128
C33 -4.774 -1.856 4.580
C34 -2.781 1.867 2.136
H1 -6.310 -5.877 -5.778
H2 -3.476 4.981 -1.547
H3 2.163 -1.580 -4.806
H4 -5.390 -5.012 -6.960
H5 -0.696 5.254 4.012
H6 9.196 5.202 4.239
H7 4.140 -1.073 -4.066
H8 7.550 1.992 3.902
H9 1.118 -4.228 -5.685
H10 -4.087 0.456 8.203
H11 -1.309 -3.060 -3.405
H12 8.882 1.082 8.271
H13 5.394 -0.645 -5.375
H14 -3.262 1.036 2.653
H15 0.899 3.532 2.809
H16 -2.651 0.095 7.308
H17 -4.772 1.594 -1.720
H18 5.398 -2.397 -7.749
H19 0.942 -1.354 -6.222
H20 0.912 -3.329 -4.025
H21 -0.821 2.432 -4.441
H22 -2.855 -4.855 -6.239
H23 1.402 2.296 3.908
H24 -1.519 -2.107 8.215
H25 -5.558 -9.159 -8.998
H26 5.743 -1.930 -4.027
H27 9.171 2.594 3.913
H28 -3.225 2.364 -1.775
H29 -5.814 -1.587 4.383
H30 3.046 -1.624 -7.428
H31 -0.338 -1.595 -3.865
H32 5.071 5.169 3.945

Output
Molar mass ... 1495.50 u
Total charge ... -1
Energy ... -189834.391 eV
Lowest unoccupied orbital energy ... 1.4 eV
Relative energy (zero: lowest compared OMol25 entry of this formula, charge and spin) ... 0.0 kcal/mol

=====

Computed, not measured: one molecule with the formula C4H9NO2, with the ωB97M-V functional and the def2-TZVPD basis.

Geometry (Å):
O1 -1.468 -1.288 -1.299
O2 -0.816 -3.244 -0.080
N1 -0.340 0.197 0.448
C1 -1.120 -2.074 -0.238
C2 1.094 0.445 -0.155
C3 0.914 1.872 -0.574
C4 -0.784 -1.095 0.907
H1 -0.178 2.294 -0.601
H2 1.471 2.026 -1.551
H3 1.279 2.523 0.143
H4 0.149 -1.424 1.438
H5 1.284 -0.244 -0.996
H6 -1.189 -0.407 -1.036
H7 1.807 0.360 0.698
H8 -1.595 -0.907 1.725
H9 -0.506 0.967 1.171

Output
Molar mass ... 103.12 u
Energy ... -9877.530 eV
Lowest unoccupied orbital energy ... 0.7 eV
Structure (SMILES) ... CCNCC(=O)O
Relative energy (zero: lowest compared OMol25 entry of this formula, charge and spin) ... 58.4 kcal/mol

=====

Computed, not measured: a 3-piece molecular cluster, C16H28Br5N3OP overall, with the ωB97M-V functional and the def2-TZVPD basis.

Geometry (Å):
Br1 -0.671 6.040 1.198
Br2 0.220 -1.862 3.134
Br3 0.382 5.920 -2.328
Br4 0.597 -3.227 6.538
Br5 3.903 -3.175 0.898
P1 2.367 -3.972 -0.505
O1 1.378 -4.773 0.473
N1 -5.052 -0.705 -0.769
N2 0.504 -0.673 -1.585
N3 1.327 -2.556 -0.859
C1 1.601 -1.442 -1.537
C2 1.837 -2.299 4.133
C3 1.112 6.152 0.429
C4 0.453 0.606 -2.301
C5 -2.913 -2.053 -0.930
C6 -0.500 -1.344 -0.905
C7 -0.815 2.181 -0.637
C8 -4.204 -1.560 -1.601
C9 2.929 -1.186 -2.148
C10 0.444 1.883 -1.473
C11 1.122 6.947 -0.849
C12 -0.620 1.533 1.922
C13 -0.677 1.811 0.762
C14 -1.920 -0.872 -0.740
C15 -0.017 -2.515 -0.435
C16 1.663 -3.552 4.948
H1 3.596 -2.027 -2.018
H2 1.173 -4.347 4.396
H3 -0.386 0.589 -2.992
H4 3.404 -0.303 -1.729
H5 1.321 1.985 -0.840
H6 0.516 2.690 -2.201
H7 1.724 6.640 1.184
H8 2.800 -0.999 -3.212
H9 2.611 -2.437 3.380
H10 -0.930 3.266 -0.627
H11 -3.118 -2.543 0.020
H12 2.142 7.184 -1.142
H13 0.543 7.862 -0.786
H14 -5.446 -1.295 -0.048
H15 -0.472 1.548 2.973
H16 1.350 0.636 -2.910
H17 -2.469 -2.779 -1.610
H18 2.073 -1.430 4.737
H19 -2.045 -0.446 0.251
H20 -2.139 -0.171 -1.541
H21 -4.483 0.005 -0.323
H22 -3.929 -1.041 -2.518
H23 -0.555 -3.250 0.122
H24 -1.723 1.789 -1.084
H25 0.688 -5.223 -0.036
H26 2.627 -3.903 5.310
H27 -4.779 -2.440 -1.880
H28 1.456 5.132 0.290

Output
Molar mass ... 708.91 u
Total charge ... +1
Energy ... -383059.438 eV
Lowest unoccupied orbital energy ... -3.1 eV

=====

Computed, not measured: one molecule with the formula C5H8O, with the ωB97M-V functional and the def2-TZVPD basis.

Geometry (Å):
O1 -0.629 -0.658 -1.058
C1 -1.819 -1.161 -0.986
C2 0.837 0.799 1.005
C3 1.422 0.046 -0.173
C4 -0.125 1.712 0.883
C5 0.476 -1.073 -0.495
H1 -0.604 2.159 1.749
H2 1.518 0.708 -1.042
H3 1.143 0.471 1.998
H4 2.417 -0.349 0.056
H5 0.371 -1.931 0.171
H6 -2.548 -0.730 -1.653
H7 -0.476 2.036 -0.095
H8 -1.985 -2.028 -0.358

Output
Molar mass ... 84.12 u
Energy ... -7357.832 eV
Lowest unoccupied orbital energy (spin up / spin down) ... 0.7 / 0.8 eV
Relative energy (zero: lowest compared OMol25 entry of this formula, charge and spin) ... 102.0 kcal/mol

=====

Computed, not measured: C29H70F6LiN13O15S2 as an isolated structure, with the ωB97M-V functional and the def2-TZVPD basis.

Geometry (Å):
S1 -0.979 -0.852 -1.594
S2 0.765 -2.124 -0.030
F1 -1.384 -1.874 -4.057
F2 -2.847 -0.455 -3.399
F3 -2.838 -2.475 -2.604
F4 2.161 -2.422 -2.289
F5 1.792 -4.216 -1.236
F6 3.259 -2.841 -0.477
O1 -1.824 -0.090 -0.694
O2 -0.984 -5.389 -0.002
O3 4.104 4.364 0.386
O4 -1.724 -5.213 -2.893
O5 1.166 -0.784 0.314
O6 3.439 0.311 -5.431
O7 0.031 -0.096 -2.310
O8 1.050 -0.518 3.526
O9 6.531 -3.150 -4.534
O10 -3.334 -3.294 0.071
O11 1.622 -3.531 3.636
O12 0.564 -2.930 1.157
O13 -6.972 -0.190 -1.219
O14 -0.300 -5.938 2.616
O15 -1.826 4.858 3.350
N1 1.685 1.463 -4.515
N2 -0.608 -2.274 -1.010
N3 -6.414 2.053 -1.236
N4 0.137 -5.700 -4.123
N5 4.325 2.997 0.707
N6 6.198 -0.930 -4.899
N7 -2.816 3.879 3.059
N8 2.499 2.096 -6.523
N9 -5.471 -3.119 0.749
N10 -4.463 -1.269 -0.125
N11 -5.295 0.596 -2.531
N12 -1.723 -4.831 -5.140
N13 4.480 -2.234 -4.211
C1 5.786 -2.164 -4.565
C2 -2.305 2.481 2.965
C3 -0.206 -6.543 0.274
C4 4.145 2.083 -0.436
C5 -2.064 -1.458 -2.997
C6 2.629 1.234 -5.487
C7 -1.131 2.351 1.988
C8 4.576 3.621 3.137
C9 -4.250 1.990 1.375
C10 -3.845 4.487 2.182
C11 -4.338 -2.595 0.210
C12 -1.171 -5.323 -3.988
C13 1.033 -2.691 4.636
C14 -4.789 3.387 1.663
C15 2.351 2.834 2.193
C16 0.510 -6.571 1.638
C17 5.001 2.530 -1.619
C18 4.323 1.337 2.446
C19 4.493 0.630 0.019
C20 -1.788 2.051 4.355
C21 1.643 -1.283 4.557
C22 2.660 1.914 -0.936
C23 -3.498 1.578 2.661
C24 -4.630 5.517 2.971
C25 3.873 2.748 2.081
C26 2.117 -2.943 -1.085
C27 3.975 0.267 1.405
C28 -6.271 0.746 -1.607
C29 -3.239 5.132 0.909
Li1 -1.797 -3.736 -1.167
H1 4.539 4.673 2.860
H2 0.226 -5.286 3.096
H3 -6.291 -2.645 1.085
H4 -4.002 5.353 0.159
H5 1.809 2.100 1.598
H6 1.266 -0.833 2.643
H7 -4.080 6.446 3.111
H8 -5.420 -0.993 -0.274
H9 5.402 1.253 2.600
H10 -5.563 -4.110 0.891
H11 6.065 2.389 -1.421
H12 1.399 -5.946 1.499
H13 -3.619 1.883 0.495
H14 -4.157 1.500 3.522
H15 -2.692 6.073 0.997
H16 -2.549 -4.279 -4.989
H17 -5.296 3.687 0.736
H18 2.887 0.282 1.415
H19 1.859 3.793 1.997
H20 2.662 1.675 -2.003
H21 4.420 -0.635 1.826
H22 2.070 2.994 -6.420
H23 -5.098 1.305 1.348
H24 5.616 3.298 3.215
H25 0.566 -6.061 -3.287
H26 4.103 -3.128 -3.974
H27 0.316 -6.057 -5.047
H28 -0.319 3.074 2.064
H29 2.013 2.708 3.228
H30 -0.984 -4.937 0.866
H31 3.837 1.015 3.370
H32 -1.238 -4.786 -6.014
H33 -3.145 0.593 2.337
H34 4.864 3.610 -1.682
H35 1.344 -0.789 5.487
H36 7.152 -0.648 -5.016
H37 -0.053 -2.640 4.544
H38 4.044 -0.081 -0.674
H39 0.695 -7.594 1.961
H40 -0.791 -7.470 0.273
H41 1.208 -3.369 2.777
H42 -5.039 -0.259 -2.985
H43 -0.646 1.395 2.192
H44 3.087 1.930 -7.323
H45 3.234 4.349 -0.048
H46 2.057 1.152 -0.453
H47 -2.645 1.748 4.962
H48 -5.696 3.321 2.276
H49 4.710 1.971 -2.504
H50 1.365 -3.191 5.549
H51 -7.112 2.329 -0.573
H52 -1.271 2.850 4.883
H53 4.225 3.440 4.153
H54 -1.220 1.130 4.228
H55 -2.004 4.974 4.290
H56 -1.475 2.447 0.955
H57 3.947 -1.382 -4.305
H58 -4.873 5.073 3.941
H59 0.536 -6.622 -0.524
H60 -5.923 2.689 -1.831
H61 2.729 -1.232 4.447
H62 5.567 -0.195 -5.184
H63 1.559 0.828 -3.742
H64 0.844 1.909 -4.831
H65 -2.517 4.443 0.463
H66 -3.692 -0.630 -0.218
H67 -4.734 1.369 -2.839
H68 5.586 0.619 0.035
H69 2.153 2.883 -1.044
H70 -5.615 5.753 2.561

Output
Molar mass ... 1026.02 u
Energy ... -119475.455 eV
Lowest unoccupied orbital energy ... -0.1 eV

=====

Computed, not measured: C39H35ClMgN2Si2 as an isolated structure, with the ωB97M-V functional and the def2-TZVPD basis.

Geometry (Å):
Cl1 -3.705 -1.475 -0.811
Si1 -2.641 -0.937 0.856
Si2 0.285 -0.808 -1.303
Mg1 1.379 1.941 0.108
N1 0.465 2.083 2.098
N2 -0.159 3.527 -0.112
C1 0.236 -2.739 -1.028
C2 1.117 -3.358 -0.137
C3 1.039 -4.738 0.084
C4 1.517 -0.180 0.030
C5 0.265 -1.524 -5.983
C6 3.714 1.957 0.132
C7 0.095 -5.509 -0.597
C8 -2.551 -3.729 1.416
C9 1.366 -1.906 -5.205
C10 -1.187 5.374 -1.250
C11 -1.184 -4.723 3.152
C12 -1.671 4.963 1.071
C13 -0.856 -0.950 -5.375
C14 -0.823 -3.446 3.589
C15 -0.648 2.561 4.606
C16 -1.032 3.324 3.504
C17 -2.147 -2.446 1.806
C18 0.317 1.563 4.437
C19 1.511 0.476 -1.278
C20 -0.958 0.654 -1.014
C21 3.438 2.595 1.381
C22 -2.061 -4.858 2.074
C23 -0.792 3.869 1.044
C24 2.895 3.882 1.108
C25 -0.741 -3.506 -1.661
C26 -0.886 -0.768 -3.983
C27 -1.872 5.721 -0.084
C28 0.256 1.194 -1.542
C29 -0.336 4.266 -1.219
C30 3.332 2.865 -0.916
C31 -1.001 -0.118 0.193
C32 -1.317 -2.315 2.936
C33 2.829 4.049 -0.302
C34 -0.461 3.072 2.248
C35 0.210 -1.162 -3.222
C36 -0.803 -4.889 -1.474
C37 0.287 -0.379 0.740
C38 0.855 1.363 3.164
C39 1.343 -1.705 -3.818
H1 2.204 -2.007 -3.214
H2 -1.892 0.835 -1.549
H3 -0.786 -5.610 3.650
H4 3.709 2.208 2.364
H5 1.616 0.597 2.984
H6 0.665 0.935 5.254
H7 3.499 2.721 -1.984
H8 0.225 3.959 -2.108
H9 2.432 -0.670 0.370
H10 -1.555 -5.477 -2.002
H11 -3.235 -3.853 0.574
H12 2.664 4.647 1.851
H13 0.284 -1.670 -7.064
H14 2.359 0.466 -1.962
H15 -2.550 6.571 -0.064
H16 1.886 -2.794 0.393
H17 -0.153 -3.326 4.443
H18 1.717 -5.209 0.798
H19 0.202 1.799 -2.447
H20 -3.215 0.332 1.700
H21 -1.286 5.926 -2.182
H22 0.044 -6.586 -0.435
H23 -1.095 2.748 5.580
H24 2.243 -2.353 -5.673
H25 -1.767 4.121 3.584
H26 -2.352 -5.851 1.727
H27 4.225 1.004 0.002
H28 -2.170 5.199 2.007
H29 0.336 -1.004 1.630
H30 -1.463 -3.040 -2.334
H31 -1.713 -0.640 -5.974
H32 -1.043 -1.321 3.302
H33 -1.777 -0.337 -3.520
H34 -3.724 -0.410 1.660
H35 2.548 4.963 -0.825

Output
Molar mass ... 647.65 u
Energy ... -77706.180 eV
Lowest unoccupied orbital energy (spin up / spin down) ... -0.7 / -0.8 eV
Relative energy (zero: lowest compared OMol25 entry of this formula, charge and spin) ... 174.9 kcal/mol

=====

Computed, not measured: a 3-piece molecular cluster, C22H40ClNO4 overall, with the ωB97M-V functional and the def2-TZVPD basis.

Geometry (Å):
Cl1 3.470 -1.053 1.263
O1 0.388 -1.852 2.176
O2 4.628 3.788 4.047
O3 0.224 4.356 2.462
O4 2.313 4.357 3.679
N1 -1.636 -1.963 3.370
C1 -4.016 -3.580 -2.440
C2 -1.502 2.096 -4.163
C3 0.729 2.653 -1.189
C4 -2.678 -4.120 -1.924
C5 -0.392 -1.226 2.962
C6 -0.328 3.064 -4.101
C7 -5.096 -3.401 -1.371
C8 1.030 1.719 -2.363
C9 3.882 0.743 3.496
C10 1.241 3.789 2.914
C11 1.744 3.779 -1.047
C12 2.976 2.038 3.308
C13 0.994 2.382 -3.744
C14 -1.660 -1.877 -1.280
C15 4.546 0.178 2.150
C16 3.460 3.505 3.718
C17 -2.021 -3.284 -0.825
C18 -5.497 -4.709 -0.703
C19 5.852 -0.680 2.618
C20 1.654 2.228 2.835
C21 0.660 1.090 2.324
C22 -0.065 0.253 3.488
H1 -1.996 -2.432 2.512
H2 -4.389 -4.260 -3.213
H3 0.733 2.062 -0.267
H4 -4.659 -5.169 -0.176
H5 4.763 1.063 4.177
H6 -0.185 1.629 1.744
H7 -1.321 1.313 -4.904
H8 4.881 0.989 1.422
H9 1.501 4.399 -0.180
H10 6.624 -0.047 3.168
H11 -1.078 0.768 3.704
H12 3.369 -0.119 4.060
H13 -2.545 -1.306 -1.572
H14 -4.772 -2.685 -0.612
H15 -0.973 -1.907 -2.129
H16 -5.875 -5.422 -1.441
H17 1.753 4.430 -1.924
H18 -1.171 -1.332 -0.467
H19 2.752 3.379 -0.904
H20 0.494 0.262 4.494
H21 -1.686 1.620 -3.196
H22 0.320 0.885 -2.339
H23 -1.987 -4.199 -2.772
H24 -5.983 -2.964 -1.844
H25 -0.276 3.073 -1.278
H26 6.290 -1.299 1.757
H27 -2.814 -5.142 -1.555
H28 5.452 -1.451 3.383
H29 1.801 3.119 -3.817
H30 -1.278 -2.749 3.952
H31 -0.219 3.543 -5.080
H32 1.215 0.460 1.553
H33 -2.667 -3.232 0.057
H34 1.216 1.620 -4.500
H35 -1.105 -3.792 -0.502
H36 -2.414 2.627 -4.447
H37 -3.853 -2.619 -2.940
H38 -6.289 -4.531 0.029
H39 2.020 1.273 -2.219
H40 -0.550 3.868 -3.392

Output
Molar mass ... 418.02 u
Energy ... -45663.399 eV
Lowest unoccupied orbital energy ... -1.1 eV
Structure (SMILES) ... C[C@@H](Cl)CC1=C(CCC(N)=O)C(=O)OC1=O.CCCCCC.CCCCCC